Arrangement i

ORCA calculation (ωB97M-V/def2-TZVPD) on the ion CH6N3O with charge +1.

Last column: Löwdin charge in e.
Cartesian coordinates (Å):
C  0.273  -0.980  -0.370  -0.091
N  -1.126  -0.683  0.242  -0.040
N  0.940  0.169  0.062  -0.005
N  0.240  1.362  -0.091  0.151
O  -1.513  0.435  -0.115  0.043
H  0.520  -1.970  -0.099  0.143
H  -0.062  -0.868  -1.333  0.108
H  1.383  -0.036  1.055  0.223
H  -1.331  -1.145  1.189  0.203
H  0.182  1.592  -1.024  0.119
H  0.494  2.124  0.483  0.146

For the highest occupied orbital energy (spin up / spin down), the calculation gives -14.63 / -14.63 eV. Its spin multiplicity is 1. The net charge is +1.

Arrangement ii

ORCA calculation (ωB97M-V/def2-TZVPD) on a cluster of 2 separate species, CH6N3O in total.

Last column: Löwdin charge in e.
Cartesian coordinates (Å):
C  0.344  0.719  1.034  0.081
N  0.346  -1.611  0.309  0.214
N  -0.831  -0.367  -2.020  0.238
N  0.034  -0.240  -1.084  -0.016
O  -0.282  0.730  -0.239  -0.050
H  -0.381  0.801  1.799  0.102
H  1.077  1.448  1.207  0.096
H  0.627  -0.727  0.829  -0.036
H  1.121  -2.249  0.188  0.058
H  -0.544  -1.007  -2.796  0.200
H  -1.680  0.038  -1.972  0.113

For the highest occupied orbital energy (spin up / spin down), the calculation gives -14.63 / -15.03 eV. Its spin multiplicity is 1. The net charge is +1.

Arrangement iii

ORCA calculation (ωB97M-V/def2-TZVPD) on a cluster of 2 separate species, CH6N3O in total.

Last column: Löwdin charge in e.
Cartesian coordinates (Å):
C  -1.456  0.055  0.007  -0.286
N  -1.432  1.279  0.211  0.215
N  -0.544  -0.822  -0.365  0.149
N  1.824  0.503  -0.026  0.118
O  -0.179  -1.876  0.299  0.165
H  -2.412  -0.524  -0.084  0.203
H  -2.275  1.835  0.263  0.100
H  2.112  0.471  0.940  0.055
H  2.536  0.147  -0.647  0.052
H  1.535  1.432  -0.299  0.044
H  0.291  -2.499  -0.298  0.186

For the highest occupied orbital energy (spin up / spin down), the calculation gives -14.96 / -14.96 eV. Its spin multiplicity is 1. The net charge is +1.

Which of them is the least stable? Correct choice: arrangement ii.

Arrangement i

ORCA calculation (ωB97M-V/def2-TZVPD) on a cluster of 9 separate species, C36H99N9O9 in total.

Last column: Löwdin charge in e.
Cartesian coordinates (Å):
C  4.025  1.070  -5.662  -0.063
C  4.606  0.222  -4.540  -0.418
C  4.846  1.043  -3.267  -0.212
O  3.703  1.640  -2.715  -0.228
C  3.952  2.557  -1.680  -0.100
N  3.770  -0.939  -4.239  0.060
H  4.744  1.788  -6.074  0.078
H  3.220  1.745  -5.354  0.058
H  3.621  0.488  -6.491  0.075
H  5.575  -0.144  -4.893  0.132
H  5.613  1.781  -3.549  0.126
H  5.456  0.402  -2.613  0.129
H  4.643  3.371  -1.915  0.094
H  4.403  2.005  -0.841  0.085
H  3.002  2.938  -1.310  0.081
H  3.034  -0.691  -3.601  0.021
H  3.375  -1.325  -5.084  0.065
C  3.297  -2.626  4.462  -0.058
C  2.440  -1.755  3.560  -0.429
C  3.307  -0.633  2.910  -0.209
O  3.917  0.073  3.959  -0.201
C  4.726  1.153  3.567  -0.109
N  1.719  -2.565  2.584  0.045
H  4.176  -2.964  3.905  0.082
H  2.777  -3.523  4.796  0.075
H  3.655  -2.095  5.343  0.075
H  1.660  -1.221  4.110  0.126
H  2.647  0.010  2.310  0.108
H  4.083  -1.041  2.248  0.129
H  5.641  0.871  3.037  0.087
H  5.052  1.669  4.470  0.085
H  4.158  1.868  2.962  0.084
H  2.338  -3.066  1.953  0.073
H  1.219  -1.897  2.003  0.033
C  -6.077  1.263  -2.326  -0.064
C  -4.705  1.657  -1.837  -0.408
C  -4.061  0.771  -0.783  -0.215
O  -4.862  0.779  0.375  -0.170
C  -4.289  0.054  1.436  -0.094
N  -3.789  1.830  -3.006  0.026
H  -6.670  0.756  -1.560  0.078
H  -6.058  0.559  -3.166  0.075
H  -6.645  2.096  -2.744  0.077
H  -4.721  2.657  -1.394  0.136
H  -3.047  1.142  -0.590  0.118
H  -3.932  -0.261  -1.139  0.124
H  -3.368  0.520  1.788  0.068
H  -4.114  -0.981  1.122  0.085
H  -4.953  0.020  2.299  0.087
H  -4.288  2.211  -3.802  0.075
H  -3.570  0.870  -3.291  0.042
C  -5.492  -1.022  5.808  -0.057
C  -4.183  -1.706  5.419  -0.431
C  -3.013  -0.778  5.751  -0.206
O  -3.119  0.428  4.989  -0.196
C  -2.085  1.307  5.348  -0.135
N  -4.045  -2.989  6.111  0.029
H  -5.478  0.042  5.575  0.073
H  -5.694  -1.102  6.880  0.078
H  -6.377  -1.445  5.333  0.076
H  -4.147  -1.972  4.362  0.134
H  -2.026  -1.221  5.569  0.125
H  -3.025  -0.498  6.812  0.125
H  -1.911  1.384  6.428  0.087
H  -2.187  2.352  5.050  0.093
H  -1.153  0.950  4.893  0.060
H  -3.165  -3.445  5.896  0.069
H  -4.033  -2.838  7.116  0.069
C  2.414  -0.912  -0.727  -0.027
C  1.099  -0.246  -1.144  -0.399
C  0.489  0.720  -0.122  -0.184
O  0.148  -0.035  1.018  -0.217
C  -0.465  0.672  2.066  -0.106
N  1.097  0.310  -2.521  0.056
H  2.206  -1.402  0.222  0.047
H  3.229  -0.197  -0.594  0.072
H  2.686  -1.632  -1.497  0.066
H  0.423  -1.101  -1.275  0.095
H  -0.373  1.229  -0.564  0.105
H  1.244  1.478  0.132  0.127
H  -1.194  1.385  1.657  0.082
H  0.297  1.292  2.558  0.087
H  -0.995  0.022  2.758  0.082
H  2.049  0.708  -2.601  0.034
H  0.526  1.170  -2.614  0.020
C  1.031  -4.015  -2.397  -0.048
C  -0.085  -4.825  -1.726  -0.418
C  -1.532  -4.406  -2.121  -0.197
O  -1.882  -3.055  -1.936  -0.227
C  -1.798  -2.548  -0.612  -0.085
N  0.061  -6.223  -2.145  0.019
H  1.217  -4.432  -3.387  0.078
H  1.929  -4.083  -1.785  0.077
H  0.777  -2.961  -2.524  0.057
H  0.056  -4.767  -0.648  0.126
H  -2.284  -5.039  -1.637  0.126
H  -1.568  -4.572  -3.200  0.114
H  -1.826  -1.462  -0.596  0.070
H  -0.854  -2.871  -0.166  0.081
H  -2.627  -2.951  -0.023  0.092
H  -0.335  -6.417  -3.065  0.071
H  -0.535  -6.854  -1.608  0.071
C  0.935  4.181  -3.614  -0.041
C  -0.335  3.408  -4.076  -0.405
C  -0.066  2.579  -5.317  -0.179
O  0.226  3.412  -6.454  -0.192
C  -0.627  3.267  -7.561  -0.121
N  -0.753  2.550  -2.962  0.020
H  0.830  4.588  -2.606  0.071
H  1.059  5.061  -4.247  0.077
H  1.787  3.506  -3.668  0.061
H  -1.096  4.167  -4.294  0.138
H  -0.862  1.841  -5.451  0.115
H  0.908  2.084  -5.277  0.113
H  -0.312  4.012  -8.292  0.086
H  -1.668  3.496  -7.305  0.086
H  -0.578  2.270  -8.012  0.086
H  -1.696  2.206  -3.181  0.034
H  -0.968  3.162  -2.177  0.084
C  -0.350  -1.982  -5.402  -0.034
C  -1.696  -1.252  -5.221  -0.413
C  -2.888  -2.186  -5.376  -0.214
O  -2.868  -2.673  -6.694  -0.187
C  -3.998  -3.403  -7.090  -0.117
N  -1.780  -0.634  -3.912  0.059
H  0.415  -1.219  -5.235  0.063
H  -0.212  -2.259  -6.452  0.075
H  -0.225  -2.849  -4.761  0.059
H  -1.839  -0.478  -5.980  0.131
H  -3.826  -1.646  -5.182  0.123
H  -2.870  -2.999  -4.635  0.118
H  -4.930  -2.831  -7.072  0.086
H  -4.117  -4.279  -6.439  0.086
H  -3.818  -3.800  -8.087  0.086
H  -1.700  -1.315  -3.155  0.056
H  -0.979  -0.033  -3.731  0.032
C  2.653  2.091  9.979  -0.060
C  3.571  2.692  8.923  -0.431
C  2.822  2.939  7.616  -0.228
O  2.468  1.715  7.023  -0.165
C  1.663  1.933  5.891  -0.118
N  4.141  3.957  9.439  0.017
H  3.225  1.911  10.889  0.074
H  2.284  1.130  9.617  0.076
H  1.790  2.727  10.166  0.081
H  4.456  2.084  8.714  0.135
H  3.468  3.527  6.949  0.123
H  1.919  3.534  7.809  0.130
H  0.659  2.257  6.190  0.079
H  1.552  1.034  5.288  0.071
H  2.028  2.718  5.219  0.091
H  4.689  4.458  8.750  0.061
H  4.766  3.761  10.210  0.065

For the highest occupied orbital energy, the calculation gives -8.68 eV. Its spin multiplicity is 1. The net charge is 0.

Arrangement ii

ORCA calculation (ωB97M-V/def2-TZVPD) on a cluster of 9 separate species, C36H99N9O9 in total.

Last column: Löwdin charge in e.
Cartesian coordinates (Å):
C  -4.252  2.028  -1.340  -0.060
C  -4.466  0.686  -2.036  -0.443
C  -5.322  -0.248  -1.151  -0.185
O  -5.258  -1.584  -1.612  -0.214
C  -5.871  -2.649  -0.940  -0.112
N  -4.889  0.935  -3.408  0.032
H  -5.269  2.510  -1.216  0.100
H  -3.609  2.654  -1.976  0.075
H  -3.732  1.849  -0.389  0.070
H  -3.474  0.184  -2.187  0.123
H  -6.382  -0.002  -0.993  0.129
H  -4.863  -0.224  -0.118  0.121
H  -5.632  -3.521  -1.527  0.076
H  -6.985  -2.495  -0.805  0.109
H  -5.488  -2.879  0.066  0.059
H  -5.344  1.843  -3.497  0.076
H  -5.561  0.219  -3.684  0.082
C  1.648  -3.623  1.800  -0.086
C  1.509  -3.879  3.269  -0.456
C  1.447  -2.619  4.119  -0.120
O  0.525  -1.612  3.515  -0.235
C  0.051  -0.608  4.346  -0.147
N  0.357  -4.740  3.364  0.053
H  0.750  -3.182  1.300  0.059
H  1.934  -4.585  1.349  0.086
H  2.411  -2.860  1.485  0.080
H  2.392  -4.406  3.603  0.127
H  2.429  -2.136  4.115  0.120
H  1.055  -2.811  5.119  0.116
H  -0.281  -0.979  5.339  0.088
H  -0.811  -0.194  3.833  0.073
H  0.781  0.240  4.595  0.093
H  -0.240  -4.615  2.561  0.060
H  -0.140  -4.640  4.229  0.060
C  1.016  3.291  4.697  -0.072
C  1.265  4.799  4.524  -0.405
C  2.794  5.140  4.513  -0.164
O  2.931  6.589  4.561  -0.195
C  4.142  7.010  4.053  -0.150
N  0.656  5.240  3.289  0.039
H  -0.061  3.113  4.670  0.075
H  1.429  2.936  5.611  0.061
H  1.504  2.623  3.946  0.072
H  0.720  5.325  5.284  0.132
H  3.278  4.689  3.572  0.119
H  3.403  4.707  5.318  0.121
H  4.135  8.080  3.925  0.078
H  4.235  6.515  3.083  0.084
H  5.012  6.903  4.729  0.094
H  1.038  4.837  2.441  0.061
H  0.782  6.219  3.114  0.065
C  1.543  -4.949  -4.734  -0.071
C  0.842  -4.311  -3.505  -0.383
C  -0.666  -4.458  -3.633  -0.268
O  -1.339  -3.726  -2.673  -0.204
C  -2.766  -4.031  -2.716  -0.059
N  1.419  -5.061  -2.294  0.028
H  1.201  -4.549  -5.678  0.060
H  1.239  -5.982  -4.658  0.071
H  2.636  -4.792  -4.741  0.083
H  1.110  -3.273  -3.320  0.107
H  -0.981  -5.510  -3.527  0.127
H  -0.963  -4.155  -4.646  0.119
H  -3.321  -3.302  -2.107  0.069
H  -2.968  -5.076  -2.458  0.088
H  -3.061  -3.948  -3.773  0.086
H  0.793  -5.892  -2.012  0.104
H  1.524  -4.420  -1.516  0.030
C  3.764  1.998  -3.833  -0.056
C  2.784  2.994  -4.500  -0.429
C  1.931  3.713  -3.425  -0.230
O  1.098  2.766  -2.824  -0.219
C  0.276  3.402  -1.868  -0.112
N  3.462  3.987  -5.288  0.028
H  4.440  2.616  -3.290  0.060
H  4.328  1.504  -4.644  0.081
H  3.319  1.254  -3.183  0.058
H  2.061  2.380  -5.052  0.120
H  1.278  4.519  -3.868  0.136
H  2.485  4.155  -2.554  0.134
H  -0.317  2.630  -1.316  0.083
H  -0.386  4.182  -2.293  0.097
H  0.911  3.864  -1.083  0.086
H  3.325  4.956  -4.950  0.082
H  4.344  3.864  -5.765  0.073
C  -1.327  -1.480  0.189  -0.061
C  -0.278  -0.579  -0.434  -0.372
C  0.059  0.490  0.617  -0.228
O  -0.911  1.496  0.712  -0.182
C  -0.504  2.502  1.601  -0.113
N  0.856  -1.503  -0.675  0.080
H  -1.623  -2.363  -0.372  0.069
H  -2.267  -0.983  0.400  0.063
H  -1.052  -1.803  1.174  0.054
H  -0.695  -0.086  -1.264  0.103
H  0.972  0.936  0.186  0.108
H  0.360  0.006  1.536  0.099
H  -0.664  2.150  2.618  0.068
H  -1.078  3.403  1.405  0.096
H  0.580  2.664  1.554  0.073
H  1.411  -1.059  -1.445  0.087
H  0.478  -2.331  -1.133  0.047
C  -3.285  -3.348  4.630  -0.056
C  -4.161  -3.091  3.426  -0.462
C  -4.093  -1.636  2.962  -0.223
O  -4.149  -0.740  4.033  -0.174
C  -4.523  0.606  3.713  -0.085
N  -3.866  -4.007  2.347  0.062
H  -3.490  -2.653  5.455  0.079
H  -2.256  -3.179  4.322  0.058
H  -3.474  -4.409  4.961  0.099
H  -5.167  -3.218  3.768  0.131
H  -4.879  -1.521  2.285  0.093
H  -3.140  -1.572  2.397  0.114
H  -4.012  1.273  4.405  0.080
H  -5.646  0.827  3.856  0.110
H  -4.269  0.916  2.727  0.059
H  -3.065  -3.662  1.812  0.070
H  -4.636  -3.922  1.697  0.045
C  -2.283  -0.973  -5.181  -0.034
C  -1.375  -0.281  -4.171  -0.445
C  0.021  -0.219  -4.595  -0.257
O  0.509  -1.481  -4.964  -0.193
C  1.899  -1.414  -5.326  -0.076
N  -1.772  1.140  -3.955  0.079
H  -2.126  -2.042  -5.291  0.061
H  -2.244  -0.496  -6.154  0.081
H  -3.289  -0.758  -4.737  0.075
H  -1.481  -0.824  -3.206  0.124
H  0.617  0.193  -3.757  0.128
H  -0.026  0.445  -5.490  0.140
H  2.018  -0.642  -6.109  0.097
H  2.222  -2.387  -5.705  0.073
H  2.497  -1.210  -4.436  0.082
H  -1.150  1.654  -4.560  0.059
H  -2.732  1.252  -4.149  0.016
C  4.580  0.477  0.170  -0.049
C  4.269  0.320  1.655  -0.418
C  4.665  1.453  2.590  -0.227
O  5.978  1.893  2.483  -0.172
C  6.192  3.134  3.053  -0.118
N  2.833  0.194  1.927  0.055
H  4.023  -0.330  -0.341  0.079
H  5.618  0.324  -0.055  0.067
H  4.304  1.463  -0.217  0.079
H  4.751  -0.620  1.951  0.141
H  4.506  1.145  3.649  0.140
H  4.031  2.302  2.365  0.105
H  6.080  3.049  4.085  0.068
H  5.507  3.837  2.661  0.057
H  7.209  3.510  2.775  0.112
H  2.435  -0.623  1.466  0.043
H  2.463  0.970  1.370  0.043

For the highest occupied orbital energy, the calculation gives -8.93 eV. Its spin multiplicity is 1. The net charge is 0.

Which of them is the least stable? Correct choice: arrangement ii.